(1)
The following is a quantum chemistry calculation of a molecular structure, C39H27N4O6PrS, from OMol25.

LUMO (spin up / spin down) = -0.363 / -0.362 eV
Highest occupied orbital energy (spin up / spin down) = -7.22 / -7.22 eV

Structure (ORCA input):
```
! wB97M-V def2-TZVPD RIJCOSX def2/J DEFGRID3
* xyz 0 3
Pr 0.2844 -0.2377 -0.3164
S 3.1293 4.6057 -1.4826
O 2.9558 5.7239 -0.6080
O 3.2663 -0.9960 -2.7167
O 1.7223 -1.5725 -1.1733
O -0.2591 -0.3881 -2.6403
O 0.9450 1.6784 -1.0682
O 3.6706 4.7930 -2.7992
N -2.2740 -0.3657 -0.4669
N 1.2438 -0.7599 1.9524
N 1.7254 3.7588 -1.5923
N -0.8478 0.8532 1.4743
C 1.1642 2.8700 3.9322
C 1.8777 2.5773 -1.0917
C 1.2591 0.3600 -4.3206
C 0.9750 -0.7967 -3.3737
C -4.0606 1.2584 -0.2966
C 5.3582 3.3476 -0.2265
C 3.1754 -0.2286 3.8494
C 0.4625 1.7137 -6.1605
C 3.2223 2.2538 -0.5200
C -0.2517 -4.3325 -4.1515
C 2.1250 -1.1115 -2.3625
C -4.6710 2.3304 0.4095
C 2.1607 0.7256 3.6128
C -2.8178 0.7508 0.1160
C 2.2124 -1.6140 2.1828
C -4.6946 0.6159 -1.3835
C 1.4587 2.6506 -5.9091
C 1.2384 -3.6288 -5.8934
C 1.1705 0.4085 2.6702
C 4.9988 1.0680 0.5229
C -0.0919 -3.1070 -3.5223
C 0.1411 2.5490 3.0055
C 0.0734 1.3155 2.3891
C -2.9330 -0.9679 -1.4273
C 3.2024 -1.4034 3.1576
C 5.8206 2.1838 0.3790
C 0.3613 0.5800 -5.3680
C -4.1455 -0.4978 -1.9536
C 0.4122 -4.5979 -5.3435
C 0.7150 -2.1242 -4.0779
C 4.0498 3.3468 -0.6643
C 2.1398 1.9851 4.2656
C 2.2570 1.3019 -4.0832
C 3.6858 1.0929 0.0680
C -2.7878 2.3185 1.9409
C 2.3520 2.4428 -4.8697
C -2.1000 1.3641 1.2197
C -4.0540 2.8024 1.5240
C 1.3875 -2.3992 -5.2647
H 2.0439 -1.6542 -5.6950
H 1.5336 3.5444 -6.5156
H 2.9678 1.1494 -3.2843
H -0.2389 1.8683 -6.9710
H 3.9404 -0.0018 4.5848
H 6.8424 2.1428 0.7343
H 5.9985 4.2116 -0.3459
H -0.8905 -5.0854 -3.7070
H 1.7722 -3.8257 -6.8144
H 3.1116 3.1793 -4.6381
H -0.4971 0.4853 -2.9923
H 2.9106 2.2305 4.9850
H 0.2895 -5.5547 -5.8353
H -0.6062 -2.9290 -2.5879
H 3.0790 0.2005 0.1717
H -0.5745 3.3142 2.7569
H -5.6255 2.7195 0.0786
H -2.4894 -1.8732 -1.8247
H 5.3880 0.1695 0.9834
H 2.2312 -2.5052 1.5656
H -0.4206 -0.1448 -5.5677
H -4.5281 3.5790 2.1133
H 3.9733 -2.1442 3.3199
H -4.6243 -1.0235 -2.7684
H 1.1587 3.8544 4.3848
H -5.6414 1.0069 -1.7401
H -2.3626 2.7171 2.8461
*
```

=====

(2)
The following is a quantum chemistry calculation of a molecular structure, C39H28ClNO3PdS3Se, from OMol25.

LUMO = 3.924 eV
Highest occupied orbital energy = -1.56 eV

Structure (ORCA input):
```
! wB97M-V def2-TZVPD RIJCOSX def2/J DEFGRID3
* xyz -2 1
Pd -0.3861 -0.4546 -0.5701
Se -1.0288 -0.9864 -2.8090
Cl 4.7869 1.1601 6.3166
S -0.3570 -5.4553 -0.4279
S 2.2694 -2.7432 1.1713
S -3.2007 -2.8223 1.0146
O 2.4464 0.3073 0.0992
O -0.1785 -2.7912 -0.1632
O 0.5292 0.1652 1.2634
N -1.6497 1.0189 -0.5505
C 3.1622 -2.6945 2.6333
C -1.7344 -1.4482 2.5749
C 4.6018 0.9437 3.6193
C 2.8654 -0.0090 -4.0214
C 2.7016 0.4215 -5.3333
C -3.0502 -0.9195 2.7008
C 2.3609 -2.8667 3.7240
C 1.7738 -0.4003 -3.2606
C 0.4820 -0.3646 -3.7948
C 0.8008 -2.9902 2.0110
C -3.9265 5.1364 -0.5165
C 1.1872 3.7290 -3.9239
C -3.9465 -1.5617 1.9030
C -0.6810 2.6781 -2.1268
C 3.9060 0.9370 4.8159
C -1.6509 -2.4801 1.6914
C 0.9970 -3.0462 3.3627
C -0.6969 -4.7017 1.0690
C -0.4227 -3.1934 1.1114
C -1.2232 -6.9191 1.4870
C 1.4202 0.4672 -5.8698
C -1.1540 -5.5936 1.9955
C 0.3246 0.0860 -5.1078
C -5.1516 4.5292 -0.2852
C 2.5190 0.5806 2.4512
C 1.8468 0.5813 3.6661
C 2.5346 0.7587 4.8585
C 3.8952 0.7639 2.4387
C 0.6844 2.5462 -1.8877
C 1.6099 3.0744 -2.7766
C -0.1718 3.8597 -4.1756
C -1.6928 2.1194 -1.1690
C 1.7850 0.3399 1.1429
C -4.1328 2.3773 -0.6541
C -2.8106 4.3674 -0.8254
C -1.0966 3.3491 -3.2775
C -0.8171 -6.9912 0.1850
C -2.8960 2.9786 -0.8961
C -5.2477 3.1427 -0.3556
H 0.1904 -3.1954 4.0685
H -1.4373 -5.3014 2.9984
H 4.2247 -2.5038 2.6218
H -0.6742 0.1466 -5.5248
H -6.0238 5.1286 -0.0506
H 0.7762 0.4305 3.6586
H 4.3964 0.7476 1.4793
H 2.6663 2.9425 -2.5806
H 2.7240 -2.8447 4.7444
H -0.8633 -1.0374 3.0585
H -0.5130 4.3508 -5.0805
H 1.2678 0.8187 -6.8855
H -1.5667 -7.7740 2.0572
H 2.0187 0.7515 5.8094
H -0.7814 -7.8695 -0.4424
H -3.8358 6.2150 -0.4540
H -3.3046 -0.0726 3.3245
H -2.1573 3.4512 -3.4783
H -4.1782 1.2950 -0.6896
H 5.6750 1.0812 3.6182
H 1.9134 4.1144 -4.6303
H 1.9165 -0.7123 -2.2325
H 3.8543 -0.0371 -3.5762
H 1.0240 2.0023 -1.0161
H -6.1999 2.6575 -0.1757
H -1.8578 4.8483 -1.0116
H 3.5578 0.7281 -5.9239
H -4.9982 -1.3474 1.7850
*
```

=====

(3)
The following is a quantum chemistry calculation of a molecular structure, C39H29Cl2HfN8O4, from OMol25.

LUMO = -2.659 eV
Highest occupied orbital energy = -10.38 eV

Structure (ORCA input):
```
! wB97M-V def2-TZVPD RIJCOSX def2/J DEFGRID3
* xyz 1 1
Hf 0.1504 0.1649 0.1969
Cl 0.9923 2.8825 -3.9681
Cl 6.1826 1.7704 -3.1288
O 1.0859 1.8375 0.9243
O 0.5266 -4.2164 0.6432
O 0.5373 1.0205 -1.6336
O 0.5384 -1.6687 1.1803
N -2.2735 -1.0945 0.7298
N -1.6807 -3.4029 -2.0788
N -3.8718 2.1893 0.1500
N -0.5706 -0.9536 3.0551
N -0.3968 0.2690 2.3701
N 2.3891 -0.2519 -0.2743
N -0.5499 -1.6175 -1.4125
N -1.8004 1.4840 -0.1478
C -0.4063 -3.9191 -4.2003
C -0.7006 -3.2062 -3.0445
C -0.3775 2.6560 2.6148
C 0.0008 -2.0812 -2.6321
C 1.1790 4.1258 1.4921
C 2.8228 0.5640 -1.2917
C -0.5764 -4.8895 4.5807
C 1.7967 1.2497 -1.9958
C -0.0253 -1.8985 2.3594
C 5.0951 -0.0546 -0.8492
C -2.3597 -2.4054 0.0882
C 4.6488 -0.8675 0.1520
C -0.9106 3.7151 -1.0303
C -2.6148 5.4514 -1.0804
C -1.8729 2.8520 -0.5161
C 0.6542 5.1911 2.1874
C -3.0167 1.1561 0.2091
C 1.3747 -2.3160 -4.5603
C -0.0900 -3.3016 2.8178
C -1.5293 -2.4444 -1.1478
C 3.5497 2.2209 -3.3693
C -0.3959 5.0233 3.1054
C -0.4721 -3.5908 4.1355
C 4.5179 1.5595 -2.6885
C 4.1736 0.6909 -1.6159
C 0.6309 2.8503 1.6524
C -3.1670 3.3010 -0.3150
C 0.6498 -3.4537 -4.9537
C -3.4377 -0.2351 0.5316
C 2.1843 2.0592 -3.0237
C 0.0700 -5.6816 2.3962
C 0.1844 -4.3674 1.9476
C -1.2993 5.0096 -1.3033
C -3.5802 4.5998 -0.5818
C -0.8759 3.7595 3.3338
C 3.2728 -0.9412 0.4134
C -0.7356 1.3233 3.0293
C 1.0645 -1.6203 -3.4092
C -0.3027 -5.9374 3.6989
H -3.3904 -2.6801 -0.1524
H 2.8812 -1.5711 1.2001
H -4.1003 -0.2393 1.4004
H 0.6722 -3.2657 0.4762
H -1.2241 1.1791 3.9917
H 1.6342 -0.7453 -3.1437
H 6.1516 0.0260 -1.0707
H -4.8569 2.1441 0.3513
H -0.8613 -5.0930 5.6037
H 1.9865 4.2499 0.7812
H -4.5994 4.9251 -0.4196
H -2.8799 6.4739 -1.3150
H -0.3773 -6.9633 4.0382
H -1.6368 3.5915 4.0888
H -0.7911 5.8699 3.6489
H -0.5698 5.7002 -1.7064
H 0.2878 -6.4816 1.7008
H 1.0641 6.1806 2.0239
H -1.9910 -3.1694 0.7774
H -4.0281 -0.6041 -0.3099
H 0.0975 3.3788 -1.2172
H 0.9243 -3.9723 -5.8626
H 5.3332 -1.4532 0.7486
H -2.1151 -1.2312 1.7223
H -2.3511 -4.1519 -2.0423
H 3.8113 2.8750 -4.1900
H -0.9705 -4.7950 -4.4922
H 2.1940 -1.9728 -5.1781
H -0.6768 -2.7642 4.8043
*
```

=====

Copy entry 3 word for word.
The following is a quantum chemistry calculation of a molecular structure, C39H29Cl2HfN8O4, from OMol25.

LUMO = -2.659 eV
Highest occupied orbital energy = -10.38 eV

Structure (ORCA input):
```
! wB97M-V def2-TZVPD RIJCOSX def2/J DEFGRID3
* xyz 1 1
Hf 0.1504 0.1649 0.1969
Cl 0.9923 2.8825 -3.9681
Cl 6.1826 1.7704 -3.1288
O 1.0859 1.8375 0.9243
O 0.5266 -4.2164 0.6432
O 0.5373 1.0205 -1.6336
O 0.5384 -1.6687 1.1803
N -2.2735 -1.0945 0.7298
N -1.6807 -3.4029 -2.0788
N -3.8718 2.1893 0.1500
N -0.5706 -0.9536 3.0551
N -0.3968 0.2690 2.3701
N 2.3891 -0.2519 -0.2743
N -0.5499 -1.6175 -1.4125
N -1.8004 1.4840 -0.1478
C -0.4063 -3.9191 -4.2003
C -0.7006 -3.2062 -3.0445
C -0.3775 2.6560 2.6148
C 0.0008 -2.0812 -2.6321
C 1.1790 4.1258 1.4921
C 2.8228 0.5640 -1.2917
C -0.5764 -4.8895 4.5807
C 1.7967 1.2497 -1.9958
C -0.0253 -1.8985 2.3594
C 5.0951 -0.0546 -0.8492
C -2.3597 -2.4054 0.0882
C 4.6488 -0.8675 0.1520
C -0.9106 3.7151 -1.0303
C -2.6148 5.4514 -1.0804
C -1.8729 2.8520 -0.5161
C 0.6542 5.1911 2.1874
C -3.0167 1.1561 0.2091
C 1.3747 -2.3160 -4.5603
C -0.0900 -3.3016 2.8178
C -1.5293 -2.4444 -1.1478
C 3.5497 2.2209 -3.3693
C -0.3959 5.0233 3.1054
C -0.4721 -3.5908 4.1355
C 4.5179 1.5595 -2.6885
C 4.1736 0.6909 -1.6159
C 0.6309 2.8503 1.6524
C -3.1670 3.3010 -0.3150
C 0.6498 -3.4537 -4.9537
C -3.4377 -0.2351 0.5316
C 2.1843 2.0592 -3.0237
C 0.0700 -5.6816 2.3962
C 0.1844 -4.3674 1.9476
C -1.2993 5.0096 -1.3033
C -3.5802 4.5998 -0.5818
C -0.8759 3.7595 3.3338
C 3.2728 -0.9412 0.4134
C -0.7356 1.3233 3.0293
C 1.0645 -1.6203 -3.4092
C -0.3027 -5.9374 3.6989
H -3.3904 -2.6801 -0.1524
H 2.8812 -1.5711 1.2001
H -4.1003 -0.2393 1.4004
H 0.6722 -3.2657 0.4762
H -1.2241 1.1791 3.9917
H 1.6342 -0.7453 -3.1437
H 6.1516 0.0260 -1.0707
H -4.8569 2.1441 0.3513
H -0.8613 -5.0930 5.6037
H 1.9865 4.2499 0.7812
H -4.5994 4.9251 -0.4196
H -2.8799 6.4739 -1.3150
H -0.3773 -6.9633 4.0382
H -1.6368 3.5915 4.0888
H -0.7911 5.8699 3.6489
H -0.5698 5.7002 -1.7064
H 0.2878 -6.4816 1.7008
H 1.0641 6.1806 2.0239
H -1.9910 -3.1694 0.7774
H -4.0281 -0.6041 -0.3099
H 0.0975 3.3788 -1.2172
H 0.9243 -3.9723 -5.8626
H 5.3332 -1.4532 0.7486
H -2.1151 -1.2312 1.7223
H -2.3511 -4.1519 -2.0423
H 3.8113 2.8750 -4.1900
H -0.9705 -4.7950 -4.4922
H 2.1940 -1.9728 -5.1781
H -0.6768 -2.7642 4.8043
*
```